Record 1
{"formula": "C4H4O5Tb", "method": "wB97M-V/def2-TZVPD", "species": ["H", "O", "O", "C", "C", "H", "C", "H", "O", "O", "H", "Tb", "O", "C"], "xyz": [[-1.769, 1.086, -0.898], [0.685, 1.786, 2.026], [0.261, -0.043, 0.653], [0.377, 0.768, -0.571], [0.280, 0.580, 1.978], [1.189, 0.285, -1.140], [-0.900, 0.615, -1.383], [-1.166, -0.439, -1.580], [-0.127, -0.092, 2.911], [1.439, -2.841, -0.110], [-0.766, 1.084, -2.370], [1.046, 2.883, 0.285], [-0.839, -2.985, 0.129], [0.291, -2.688, 0.069]], "multiplicity": 7, "total_energy_ha": -1355.14642, "charge": 1, "gap_ev": [7.173, 7.886], "de_lowest_kcal_mol": 0.0, "lumo_ev": [-6.91, -5.82]}



Record 2
{"formula": "C4H4OP2", "method": "wB97M-V/def2-TZVPD", "species": ["C", "P", "O", "C", "C", "H", "H", "C", "H", "P", "H"], "xyz": [[1.342, 0.394, 0.543], [1.169, -1.449, 0.610], [-2.192, -1.220, -2.034], [-0.792, 0.797, -0.684], [0.349, 1.163, 0.071], [0.678, -1.388, 1.987], [0.518, 2.159, 0.468], [-0.434, -1.735, -0.032], [-1.786, 1.364, -0.740], [-1.037, -0.808, -1.290], [2.186, 0.722, 1.102]], "multiplicity": 1, "total_energy_ha": -912.59927, "gap_ev": [7.037, 7.035], "de_lowest_kcal_mol": 0.0, "lumo_ev": [-1.82, -1.82]}



Record 3
{"formula": "C4H4OS", "method": "wB97M-V/def2-TZVPD", "species": ["H", "C", "H", "C", "C", "S", "C", "O", "H", "H"], "xyz": [[1.948, -0.974, -0.603], [0.663, 0.711, -0.137], [1.270, 1.533, -0.399], [1.133, -0.705, 0.022], [-0.655, 0.898, 0.060], [-0.466, -1.753, -0.066], [-1.495, -0.308, 0.007], [-2.674, -0.306, -0.065], [-1.152, 1.855, 0.117], [1.427, -0.952, 1.065]], "smiles": "O=C1C=CCS1", "multiplicity": 1, "total_energy_ha": -628.22403, "gap_ev": 9.900, "de_lowest_kcal_mol": 6.9, "lumo_ev": 0.27}